i:
The following is a DFT calculation (ωB97M-V with the def2-TZVPD basis set) of a 2-piece molecular cluster, C7H14NO overall.

Each line ends with the Löwdin charge.
CARTESIAN COORDINATES (ANGSTROEM)
N1 -0.38989 -0.66692 -0.88500  -0.066
H1 2.76508 2.69739 2.54942  0.137
H2 1.64620 -1.95525 0.76379  0.041
H3 -3.07513 0.63197 -0.73593  0.155
H4 -0.67781 1.28776 -1.59385  0.100
O1 0.50573 0.73185 1.41711  0.004
C1 0.76894 -1.20278 -0.83203  -0.044
C2 -2.41576 -0.12920 -1.36569  -0.120
H5 1.65111 3.53391 1.35929  0.115
C3 0.92847 1.65002 2.06154  -0.323
H6 2.66484 1.94339 0.97557  0.050
H7 -2.12691 -2.09179 -0.50802  0.157
H8 -1.60184 -0.77195 0.70027  0.120
H9 1.43620 -0.75191 -1.62098  0.183
H10 -0.03059 -2.69715 0.64296  0.136
C4 -1.02585 0.33131 -1.81782  -0.078
H11 -3.18811 -0.62999 -2.06440  0.144
C5 0.95654 -2.32609 0.12215  -0.009
H12 1.45297 -3.22270 -0.47680  0.151
H13 -0.84375 0.31683 -2.95807  0.163
C6 -1.71319 -1.04409 -0.33933  -0.115
H14 0.26514 1.86396 2.99654  0.151
C7 2.04762 2.50141 1.60928  -0.051

Computed properties:
Frontier orbital gap   9.5 eV
LUMO energy   -3.757 eV
HOMO   -13.29 eV
Total charge   +1


ii:
The following is a DFT calculation (ωB97M-V with the def2-TZVPD basis set) of a 2-piece molecular cluster, C7H14NO overall.

Each line ends with the Löwdin charge.
CARTESIAN COORDINATES (ANGSTROEM)
H1 -4.60896 -2.10510 -0.03618  0.128
H2 -3.13156 -1.45998 -1.29153  0.092
H3 0.11149 -0.62360 -0.16282  0.131
H4 -3.00793 1.10371 -0.20275  0.171
C1 2.36247 0.14191 -0.08644  0.062
H5 5.38709 -0.69253 0.34176  0.095
H6 2.04119 2.69600 0.21583  0.115
C2 3.37173 -0.47686 0.17470  -0.061
C3 1.21196 0.94617 -0.40525  -0.269
C4 1.33706 2.44399 -0.60342  0.019
H7 -3.78785 -0.53122 1.59147  0.132
H8 -2.31463 -1.31146 0.99395  0.081
H9 -0.91942 0.80412 -0.03581  0.126
H10 4.39973 -1.57678 1.57996  0.111
H11 -4.42474 -0.39409 -0.72480  0.064
C5 -3.10877 -0.69853 0.72235  -0.302
O1 -2.42330 0.54091 0.45914  -0.157
H12 0.34707 2.92078 -0.71135  0.104
C6 -3.87747 -1.30983 -0.46612  -0.064
H13 2.04364 2.63847 -1.44359  0.118
C7 4.46861 -1.22866 0.53943  -0.075
N1 0.05200 0.36880 -0.28462  0.220
H14 4.47061 -2.19624 -0.16390  0.163

Computed properties:
Frontier orbital gap   9.9 eV
LUMO energy   -4.307 eV
HOMO   -14.24 eV
Total charge   +1


On energetic grounds, ii is preferred over the next structure by 15.2 kJ/mol.


i:
The following is a DFT calculation (ωB97M-V with the def2-TZVPD basis set) of a 2-piece molecular cluster, C3H6N2 overall.

Each line ends with the Löwdin charge.
CARTESIAN COORDINATES (ANGSTROEM)
H1 -0.51287 -1.78113 0.20940  0.059
H2 0.89541 1.62260 -1.13059  -0.002
H3 -0.22646 1.01663 -2.32536  0.055
H4 -0.84228 2.09170 0.49621  0.054
H5 1.29408 -2.81047 2.16900  0.065
N1 0.88699 -2.02796 1.78691  -0.011
C1 1.29113 -1.01030 1.02357  -0.088
H6 -2.10509 1.51012 -0.67598  0.042
C2 -0.07056 1.47119 -1.34513  -0.080
N2 0.45943 -1.89315 0.33829  -0.012
C3 -1.06977 1.81079 -0.54630  -0.082

Computed properties:
Frontier orbital gap   10.6 eV
LUMO energy   0.876 eV
HOMO   -9.76 eV


ii:
The following is a DFT calculation (ωB97M-V with the def2-TZVPD basis set) of the molecule C3H6N2.

Each line ends with the Löwdin charge.
CARTESIAN COORDINATES (ANGSTROEM)
N1 0.09911 -0.11870 -0.50140  -0.125
H1 -1.61508 -1.05916 -0.94425  0.073
H2 -1.53685 1.47267 -0.63573  0.101
H3 2.24354 0.22822 -1.15335  0.049
H4 1.14022 -0.20110 1.46033  0.141
H5 -1.11464 -1.51432 0.74208  0.109
C1 1.27606 -0.13520 0.31073  -0.322
N2 2.42252 -0.01923 -0.18346  0.098
C2 -1.15872 -0.75118 -0.05163  -0.097
C3 -0.95124 0.79201 0.01150  -0.112
H6 -0.80492 1.30600 0.94518  0.084

Computed properties:
Frontier orbital gap   10.8 eV
SMILES string   [H]/N=C\N1CC1
LUMO energy   1.147 eV
HOMO   -9.70 eV


On energetic grounds, ii is preferred over the next structure by 343.8 kJ/mol.


i:
The following is a DFT calculation (ωB97M-V with the def2-TZVPD basis set) of the molecule C3H6N2.

Each line ends with the Löwdin charge.
CARTESIAN COORDINATES (ANGSTROEM)
C1 -1.34595 0.14071 -0.13525  -0.152
H1 -1.12465 0.63459 -1.08716  0.069
H2 -1.52164 0.94866 0.56498  0.080
C2 1.00928 -0.23708 0.59986  -0.238
H3 -0.11823 -1.46893 -0.36002  0.123
H4 1.61384 -1.10953 0.95376  0.133
N1 -0.34656 -0.76020 0.37718  -0.133
H5 -2.28019 -0.40494 -0.26014  0.080
C3 1.50030 0.61376 -0.52566  -0.188
N2 1.61313 1.20363 -1.56011  0.127
H6 1.00067 0.43933 1.43256  0.098

Computed properties:
Frontier orbital gap   10.9 eV
SMILES string   CNCC#N
LUMO energy   0.897 eV
HOMO   -9.95 eV


ii:
The following is a DFT calculation (ωB97M-V with the def2-TZVPD basis set) of the molecule C3H6N2.

Each line ends with the Löwdin charge.
CARTESIAN COORDINATES (ANGSTROEM)
N1 -0.08844 2.41580 -0.96441  0.082
C1 0.42240 -0.71306 0.37973  -0.346
C2 0.40401 1.37897 -0.55954  -0.325
H1 -1.23157 -2.08288 0.52015  0.069
N2 -0.34114 0.30049 0.09034  -0.027
H2 -1.36033 0.27529 -0.33466  0.195
H3 1.42722 -0.33368 0.64812  0.120
H4 0.52577 -2.74942 1.20645  0.071
H5 1.48243 1.24947 -0.57476  0.111
C3 -0.09409 -1.93266 0.65056  -0.036
H6 -1.14627 2.19168 -1.06198  0.086

Computed properties:
Frontier orbital gap   9.4 eV
SMILES string   [H]/N=C\NC=C
LUMO energy   0.985 eV
HOMO   -8.40 eV


On energetic grounds, i is preferred over the next structure by 106.5 kJ/mol.


i:
The following is a DFT calculation (ωB97M-V with the def2-TZVPD basis set) of the molecule C4H6F2O.

Each line ends with the Löwdin charge.
CARTESIAN COORDINATES (ANGSTROEM)
H1 1.22197 -0.88765 0.69927  0.147
F1 0.11489 2.29266 0.76223  0.042
H2 -2.38865 -1.27795 0.64027  0.090
H3 2.00731 1.58569 0.68670  0.143
H4 1.56447 0.38658 -1.62171  0.163
H5 -0.91015 -2.28677 0.37381  0.107
C1 1.02370 1.34123 0.35328  -0.179
H6 -1.44628 -1.14674 -0.88228  0.084
O1 -0.72527 -0.24973 0.83146  -0.116
C2 0.58132 -0.08967 0.39401  -0.221
F2 -0.38713 0.98451 -1.52294  0.059
C3 -1.40719 -1.28269 0.19221  -0.097
C4 0.75101 0.63054 -0.90630  -0.223

Computed properties:
Frontier orbital gap   10.8 eV
SMILES string   CO[C@@H]1[C@H](F)[C@@H]1F
LUMO energy   0.890 eV
HOMO   -9.96 eV


ii:
The following is a DFT calculation (ωB97M-V with the def2-TZVPD basis set) of C4H6F2O as an isolated structure.

Each line ends with the Löwdin charge.
CARTESIAN COORDINATES (ANGSTROEM)
H1 -1.90455 -1.02856 -1.36563  0.156
C1 -0.23750 -0.17595 -0.07511  -0.255
H2 -3.37528 0.10145 -0.55055  0.273
O1 -2.36712 0.39401 0.22153  -0.207
F1 1.30917 1.56452 -0.10513  0.013
C2 0.86649 -1.27483 0.22499  -0.180
H3 0.81539 -2.62010 -0.13113  0.196
C3 -1.56408 -0.73935 -0.19394  -0.331
C4 0.06351 1.10847 0.06477  -0.099
H4 0.93629 -1.38488 1.42239  0.142
H5 -1.88753 -1.81678 0.31593  0.160
H6 -0.56471 2.08021 0.56303  0.201
F2 2.04048 -0.67491 -0.13381  -0.069

Computed properties:
Frontier orbital gap   9.2 eV
LUMO energy   -0.040 eV
HOMO   -9.19 eV


iii:
The following is a DFT calculation (ωB97M-V with the def2-TZVPD basis set) of the molecule C4H6F2O.

Each line ends with the Löwdin charge.
CARTESIAN COORDINATES (ANGSTROEM)
H1 -1.77115 0.05904 1.67173  0.120
C1 -1.59536 -0.79505 -0.41837  -0.060
F1 1.60256 0.77810 0.54768  0.092
H2 -1.05411 -1.69592 -0.91427  0.138
O1 -0.80486 1.57708 -0.21734  0.035
H3 -0.56242 -1.38721 1.55194  0.131
C2 -1.15609 -0.58770 1.00866  -0.049
H4 -2.54073 -0.51874 -0.88410  0.108
H5 -0.99821 1.74717 -1.13647  0.102
C3 0.93558 0.05869 -0.37405  -0.337
F2 1.29342 -1.28396 -0.28866  0.031
H6 1.25748 0.38460 -1.39681  0.173
C4 -0.51011 0.21525 -0.13033  -0.485

Computed properties:
Frontier orbital gap   11.2 eV
SMILES string   OC1(C(F)F)CC1
LUMO energy   0.797 eV
HOMO   -10.44 eV


On energetic grounds, iii is preferred over the next structure by 103.6 kJ/mol.


i:
The following is a DFT calculation (ωB97M-V with the def2-TZVPD basis set) of a 3-piece molecular cluster, C4H12O2 overall.

Each line ends with the Löwdin charge.
CARTESIAN COORDINATES (ANGSTROEM)
O1 6.17449 3.12912 0.45721  -0.067
H1 -3.37620 1.94346 -5.44409  0.036
C1 -0.41753 -0.85544 0.75146  -0.183
H2 -0.90082 -2.09451 2.30066  0.100
C2 1.07726 -1.02958 0.91375  -0.115
H3 1.66318 -0.11791 0.89204  0.063
H4 -2.28816 2.09935 -4.48481  0.040
H5 -3.29220 -1.06723 2.27797  0.070
H6 1.18581 -1.65815 1.80339  0.066
O2 -2.69658 2.59924 -5.21664  -0.075
H7 6.93339 2.66826 0.85717  0.041
H8 -3.34741 -0.88289 0.61499  0.069
H9 1.44812 -1.65198 0.08570  0.072
C3 -2.77940 -1.43121 1.37516  -0.128
H10 5.64857 2.36030 0.21880  0.026
H11 -0.61367 -0.16447 -0.06809  0.100
C4 -1.30645 -1.39897 1.57404  -0.191
H12 -3.11240 -2.44739 1.09131  0.077

Computed properties:
Frontier orbital gap   10.0 eV
SMILES string   C/C=C/C.O.O
LUMO energy   0.659 eV
HOMO   -9.34 eV


ii:
The following is a DFT calculation (ωB97M-V with the def2-TZVPD basis set) of a 2-piece molecular cluster, C4H12O2 overall.

Each line ends with the Löwdin charge.
CARTESIAN COORDINATES (ANGSTROEM)
H1 0.78059 2.46027 0.88723  0.067
H2 -0.14217 -1.73756 -1.99941  0.079
H3 1.04767 1.47580 -2.40418  0.082
H4 -0.89886 1.21706 -0.25223  0.111
H5 1.79204 0.99117 1.06000  0.070
O1 -1.74658 -2.41658 3.22334  -0.060
H6 1.52997 -0.61217 -0.66390  0.138
C1 -0.05743 0.58072 0.04542  -0.229
C2 0.78112 0.05677 -1.10266  -0.444
O2 1.57341 1.11073 -1.68315  -0.053
H7 0.28225 1.23516 2.03812  0.067
H8 -0.46570 -0.29566 0.53874  0.101
H9 -2.28161 -1.99952 2.54416  0.026
H10 -1.08900 -0.28173 -2.03865  0.068
H11 0.26779 -0.39143 -3.16694  0.073
C3 -0.07751 -0.66236 -2.17559  -0.036
H12 -2.07842 -2.11950 4.07465  0.032
C4 0.78246 1.38882 1.07506  -0.092

Computed properties:
Frontier orbital gap   10.9 eV
SMILES string   CC[C@@H](C)O.O
LUMO energy   0.738 eV
HOMO   -10.16 eV


On energetic grounds, ii is preferred over the next structure by 82.4 kJ/mol.